# 1
{
  "formula": "C19H51BrCrF3O22P5",
  "method": "ωB97M-V/def2-TZVPD",
  "gap_ev": [9.1, 9.4],
  "total_charge": 1,
  "s_squared": 3.776,
  "multiplicity": 4,
  "species": ["Cr", "Br", "C", "O", "O", "C", "F", "F", "F", "C", "C", "H", "H", "H", "H", "H", "H", "C", "O", "P", "O", "O", "C", "O", "C", "H", "H", "H", "H", "H", "H", "H", "H", "H", "C", "O", "P", "O", "O", "C", "O", "C", "H", "H", "H", "H", "H", "H", "H", "H", "H", "C", "O", "P", "O", "O", "C", "O", "C", "H", "H", "H", "H", "H", "H", "H", "H", "H", "C", "O", "P", "O", "O", "C", "O", "C", "H", "H", "H", "H", "H", "H", "H", "H", "H", "C", "O", "P", "O", "O", "C", "O", "C", "H", "H", "H", "H", "H", "H", "H", "H", "H"],
  "coordinates": [[11.168, 12.146, 12.216], [9.247, 13.061, 13.356], [10.841, 9.273, 13.239], [10.264, 9.292, 14.583], [10.606, 10.405, 12.469], [12.303, 8.823, 13.385], [13.007, 9.584, 14.176], [12.277, 7.567, 13.859], [12.943, 8.790, 12.187], [8.895, 9.664, 14.676], [8.516, 9.726, 16.100], [8.693, 8.756, 16.577], [9.130, 10.396, 16.740], [7.506, 10.008, 16.234], [8.264, 8.996, 14.157], [8.728, 10.607, 14.178], [10.295, 8.425, 12.725], [13.839, 16.175, 11.414], [12.468, 16.475, 11.412], [11.501, 15.365, 10.845], [11.709, 14.124, 11.614], [10.101, 15.994, 10.849], [9.331, 16.371, 12.044], [11.913, 15.171, 9.327], [11.895, 16.438, 8.543], [14.178, 15.844, 12.386], [14.366, 17.045, 11.053], [14.089, 15.294, 10.745], [8.735, 17.255, 11.821], [9.914, 16.552, 12.899], [8.654, 15.519, 12.230], [12.932, 16.808, 8.598], [11.237, 17.137, 9.001], [11.642, 16.137, 7.495], [5.428, 4.998, 11.099], [6.802, 4.613, 10.917], [7.853, 5.766, 10.764], [7.627, 6.794, 9.736], [7.744, 6.492, 12.268], [7.952, 5.894, 13.501], [9.123, 4.864, 10.761], [10.387, 5.404, 10.291], [5.281, 5.985, 10.677], [5.198, 5.059, 12.130], [4.769, 4.295, 10.625], [8.970, 5.921, 13.868], [7.715, 4.842, 13.564], [7.253, 6.381, 14.202], [10.640, 6.379, 10.638], [10.322, 5.351, 9.186], [11.148, 4.762, 10.679], [15.814, 10.714, 11.759], [15.196, 10.862, 10.428], [13.851, 11.624, 10.215], [12.900, 11.469, 11.329], [14.247, 13.050, 9.920], [15.088, 13.402, 8.829], [13.530, 11.019, 8.829], [12.985, 9.667, 8.655], [16.719, 10.109, 11.509], [15.117, 10.247, 12.431], [16.143, 11.672, 12.173], [15.996, 12.750, 8.701], [15.428, 14.418, 9.057], [14.598, 13.433, 7.850], [12.016, 9.579, 8.129], [12.932, 9.096, 9.611], [13.701, 9.076, 8.066], [15.600, 13.091, 15.130], [14.373, 13.763, 14.797], [12.834, 13.372, 14.764], [12.404, 12.332, 13.779], [12.288, 13.026, 16.151], [11.768, 11.694, 16.382], [12.308, 14.863, 14.563], [12.508, 15.967, 15.359], [15.556, 12.868, 16.193], [16.380, 13.839, 14.956], [15.686, 12.145, 14.644], [11.548, 11.573, 17.453], [12.589, 10.904, 16.263], [10.905, 11.508, 15.770], [11.987, 16.813, 14.957], [13.580, 16.224, 15.424], [12.206, 15.805, 16.389], [8.764, 9.634, 8.801], [8.859, 11.064, 8.449], [8.844, 12.126, 9.681], [10.054, 11.992, 10.552], [8.738, 13.420, 8.874], [7.774, 13.795, 7.923], [7.462, 12.019, 10.390], [6.903, 11.327, 11.484], [7.729, 9.520, 9.183], [9.398, 9.181, 9.539], [8.936, 9.058, 7.873], [7.841, 13.238, 6.939], [7.823, 14.863, 7.689], [6.772, 13.706, 8.326], [6.425, 12.024, 12.192], [7.734, 10.827, 11.971], [6.182, 10.552, 11.305]]
}

# 2
{
  "formula": "C19H51FN4O13P2S2",
  "method": "ωB97M-V/def2-TZVPD",
  "gap_ev": 8.3,
  "smiles": "CS(=O)(=O)N(PP(=O)(O)O)S(=O)(=O)F.COCCNCCOC.COCCNCCOC.COCCNCCOC",
  "multiplicity": 1,
  "species": ["C", "S", "O", "O", "N", "P", "P", "O", "O", "O", "S", "O", "O", "F", "H", "H", "H", "H", "H", "H", "C", "O", "C", "C", "N", "C", "C", "O", "C", "H", "H", "H", "H", "H", "H", "H", "H", "H", "H", "H", "H", "H", "H", "H", "C", "O", "C", "C", "N", "C", "C", "O", "C", "H", "H", "H", "H", "H", "H", "H", "H", "H", "H", "H", "H", "H", "H", "H", "C", "O", "C", "C", "N", "C", "C", "O", "C", "H", "H", "H", "H", "H", "H", "H", "H", "H", "H", "H", "H", "H", "H", "H"],
  "coordinates": [[6.018, 0.241, -5.517], [5.520, 1.963, -5.358], [5.992, 2.626, -6.518], [6.068, 2.449, -4.148], [3.784, 2.013, -5.396], [3.055, 0.938, -4.195], [1.719, -0.372, -5.340], [0.932, -1.223, -4.481], [0.741, 0.555, -6.237], [2.628, -1.199, -6.390], [3.207, 3.604, -5.373], [1.933, 3.715, -4.776], [4.149, 4.488, -4.836], [3.090, 3.950, -6.879], [7.092, 0.308, -5.694], [5.546, -0.174, -6.411], [5.838, -0.325, -4.604], [2.228, 1.646, -3.303], [1.296, 0.913, -6.958], [3.557, -0.965, -6.210], [0.333, 0.178, 2.143], [0.666, -1.153, 2.496], [-0.415, -2.076, 2.348], [-0.168, -3.022, 1.189], [-0.267, -2.333, -0.092], [0.209, -3.110, -1.235], [1.677, -3.532, -1.261], [2.593, -2.462, -1.416], [2.935, -1.785, -0.221], [1.149, 0.823, 2.470], [0.220, 0.291, 1.061], [-0.585, 0.502, 2.642], [-1.375, -1.562, 2.248], [-0.452, -2.664, 3.268], [-0.908, -3.827, 1.221], [0.826, -3.465, 1.336], [0.268, -1.476, -0.046], [0.029, -2.501, -2.124], [-0.415, -4.004, -1.333], [1.810, -4.160, -2.146], [1.957, -4.157, -0.403], [2.951, -2.453, 0.644], [2.252, -0.950, -0.036], [3.933, -1.362, -0.350], [-6.152, 1.035, -3.830], [-5.409, 1.482, -4.947], [-5.411, 2.895, -5.118], [-4.048, 3.487, -4.815], [-3.745, 3.425, -3.390], [-2.356, 3.735, -3.057], [-1.260, 2.827, -3.614], [-1.254, 1.515, -3.078], [-2.162, 0.621, -3.706], [-6.244, -0.048, -3.904], [-5.646, 1.271, -2.888], [-7.157, 1.468, -3.822], [-6.194, 3.374, -4.523], [-5.637, 3.081, -6.172], [-4.032, 4.532, -5.138], [-3.312, 2.933, -5.411], [-3.953, 2.496, -3.050], [-2.283, 3.706, -1.967], [-2.146, 4.766, -3.360], [-0.304, 3.268, -3.321], [-1.251, 2.793, -4.710], [-2.289, 0.842, -4.768], [-3.131, 0.631, -3.199], [-1.759, -0.388, -3.611], [-1.007, -2.368, 10.494], [-1.008, -1.030, 10.037], [0.288, -0.449, 9.940], [0.689, -0.242, 8.493], [0.951, -1.511, 7.825], [1.087, -1.409, 6.372], [-0.111, -0.914, 5.567], [-1.217, -1.806, 5.553], [-2.082, -1.714, 6.671], [-2.037, -2.645, 10.715], [-0.624, -3.055, 9.732], [-0.418, -2.474, 11.410], [1.037, -1.036, 10.481], [0.227, 0.532, 10.421], [1.593, 0.374, 8.456], [-0.123, 0.313, 8.005], [0.195, -2.152, 8.029], [1.334, -2.412, 6.011], [1.950, -0.774, 6.147], [0.218, -0.838, 4.525], [-0.431, 0.094, 5.860], [-2.151, -0.694, 7.057], [-1.765, -2.394, 7.466], [-3.075, -2.031, 6.352]]
}

# 3
{
  "formula": "C19H51NO9",
  "method": "ωB97M-V/def2-TZVPD",
  "gap_ev": 8.1,
  "de_lowest_kcal_mol": 441.3,
  "multiplicity": 1,
  "species": ["C", "C", "O", "O", "H", "H", "H", "H", "H", "H", "C", "C", "O", "O", "H", "H", "H", "H", "H", "H", "C", "O", "C", "C", "N", "C", "C", "O", "C", "H", "H", "H", "H", "H", "H", "H", "H", "H", "H", "H", "H", "H", "H", "H", "C", "C", "C", "O", "H", "H", "H", "H", "H", "H", "H", "H", "C", "C", "C", "O", "H", "H", "H", "H", "H", "H", "H", "H", "C", "C", "C", "O", "H", "H", "H", "H", "H", "H", "H", "H"],
  "coordinates": [[13.407, -2.878, -14.985], [14.366, -3.544, -16.044], [13.962, -4.762, -16.543], [13.238, -3.825, -13.955], [12.480, -2.544, -15.451], [13.887, -1.993, -14.566], [15.311, -3.731, -15.533], [14.425, -2.952, -16.957], [13.426, -5.120, -15.832], [12.931, -3.423, -13.139], [18.387, -3.334, -11.390], [18.453, -3.495, -12.848], [17.965, -2.400, -13.603], [18.395, -4.666, -10.861], [17.409, -2.959, -11.089], [19.236, -2.714, -11.102], [18.041, -4.441, -13.201], [19.514, -3.650, -13.040], [17.008, -2.480, -13.601], [17.492, -4.992, -10.849], [23.266, -3.536, -17.110], [21.968, -3.107, -16.606], [20.960, -2.811, -17.552], [19.609, -2.729, -16.901], [18.633, -1.893, -17.696], [18.776, -0.369, -17.675], [17.605, 0.202, -18.531], [17.511, 1.555, -18.418], [16.429, 1.951, -19.321], [24.036, -3.348, -16.362], [23.440, -3.035, -18.063], [23.522, -4.578, -17.298], [20.939, -3.449, -18.436], [21.395, -1.884, -17.925], [19.736, -2.394, -15.872], [19.120, -3.685, -16.715], [17.753, -2.007, -17.213], [19.687, -0.069, -18.192], [18.708, -0.001, -16.651], [16.707, -0.226, -18.085], [17.620, -0.178, -19.552], [16.345, 3.036, -19.393], [15.438, 1.548, -19.117], [16.688, 1.798, -20.369], [16.638, 0.566, -12.286], [17.268, 0.514, -13.650], [18.764, 0.114, -13.700], [16.505, -0.207, -14.513], [16.922, 1.373, -11.612], [16.528, -0.394, -11.782], [15.578, 0.709, -12.495], [17.176, 1.526, -14.045], [19.337, 0.619, -12.923], [19.292, 0.405, -14.608], [18.923, -0.953, -13.544], [16.918, -1.071, -14.574], [16.451, -2.813, -17.007], [16.973, -2.790, -15.537], [17.461, -4.236, -15.225], [18.083, -1.929, -15.368], [17.277, -3.159, -17.629], [16.126, -1.842, -17.379], [15.744, -3.611, -17.233], [16.192, -2.408, -14.880], [17.965, -4.188, -14.259], [18.205, -4.560, -15.953], [16.622, -4.930, -15.278], [18.401, -2.236, -14.516], [14.328, -4.159, -20.464], [15.760, -3.571, -20.324], [16.425, -4.038, -19.006], [16.591, -4.234, -21.261], [14.268, -5.247, -20.423], [13.963, -3.814, -21.431], [13.634, -3.719, -19.748], [15.691, -2.484, -20.334], [16.667, -5.101, -19.009], [15.967, -3.707, -18.074], [17.325, -3.427, -18.938], [16.629, -5.174, -21.072]]
}

# 4
{
  "formula": "C19H52ClO21S7",
  "method": "ωB97M-V/def2-TZVPD",
  "gap_ev": [8.4, 3.8],
  "de_lowest_kcal_mol": 0.0,
  "s_squared": 0.757,
  "multiplicity": 2,
  "species": ["Cl", "O", "O", "O", "O", "O", "S", "O", "O", "C", "C", "C", "H", "H", "H", "H", "H", "H", "H", "H", "O", "S", "O", "O", "C", "C", "C", "H", "H", "H", "H", "H", "H", "H", "H", "O", "S", "O", "O", "C", "C", "C", "H", "H", "H", "H", "H", "H", "H", "H", "O", "S", "O", "O", "C", "C", "C", "H", "H", "H", "H", "H", "H", "H", "H", "O", "S", "O", "O", "C", "C", "C", "H", "H", "H", "H", "H", "H", "H", "H", "C", "S", "O", "C", "H", "H", "H", "H", "H", "H", "C", "S", "O", "C", "H", "H", "H", "H", "H", "H"],
  "coordinates": [[-11.589, -12.741, 13.718], [-11.102, -11.441, 14.072], [-11.125, -13.684, 14.719], [-12.966, -12.816, 13.653], [-11.067, -13.157, 12.385], [-12.691, -19.751, 16.107], [-12.464, -18.332, 15.936], [-13.570, -17.458, 15.670], [-11.645, -17.794, 17.262], [-11.257, -16.432, 17.370], [-9.953, -16.312, 18.098], [-11.135, -18.116, 14.637], [-12.045, -15.894, 17.897], [-11.066, -15.920, 16.427], [-9.281, -17.106, 17.772], [-9.959, -16.300, 19.187], [-9.424, -15.433, 17.729], [-11.497, -18.528, 13.695], [-10.280, -18.684, 15.006], [-10.924, -17.053, 14.525], [-15.269, -14.603, 18.582], [-15.666, -13.356, 17.912], [-16.826, -12.526, 18.348], [-14.300, -12.350, 17.892], [-12.997, -12.766, 17.643], [-12.041, -12.209, 18.681], [-15.735, -13.546, 16.025], [-12.669, -12.440, 16.656], [-12.932, -13.854, 17.620], [-11.512, -11.289, 18.430], [-11.247, -12.921, 18.907], [-12.570, -12.028, 19.616], [-15.913, -12.535, 15.657], [-16.535, -14.229, 15.736], [-14.795, -13.943, 15.642], [-15.008, -9.599, 9.137], [-14.314, -9.787, 10.394], [-13.586, -8.705, 11.026], [-15.284, -10.525, 11.528], [-16.368, -11.244, 11.063], [-17.150, -11.903, 12.291], [-13.195, -11.281, 10.204], [-15.999, -11.956, 10.325], [-17.048, -10.572, 10.538], [-17.487, -11.132, 12.984], [-16.493, -12.593, 12.822], [-18.076, -12.351, 11.933], [-13.699, -11.957, 9.513], [-13.123, -11.847, 11.133], [-12.211, -10.895, 9.937], [-9.272, -17.600, 12.182], [-8.746, -17.157, 10.922], [-7.324, -17.083, 10.749], [-9.392, -18.115, 9.713], [-10.794, -18.366, 9.655], [-11.137, -19.694, 8.813], [-9.460, -15.445, 10.466], [-11.203, -17.535, 9.080], [-11.227, -18.373, 10.655], [-12.218, -19.827, 8.793], [-10.586, -20.569, 9.157], [-10.837, -19.555, 7.774], [-9.402, -15.306, 9.387], [-9.007, -14.727, 11.151], [-10.469, -15.595, 10.850], [-10.799, -7.001, 13.009], [-10.497, -7.236, 11.605], [-11.425, -6.799, 10.530], [-8.928, -6.785, 11.277], [-8.361, -7.123, 10.058], [-7.204, -8.148, 10.186], [-10.324, -9.126, 11.542], [-7.961, -6.192, 9.658], [-9.073, -7.562, 9.359], [-6.981, -8.353, 9.139], [-7.437, -9.117, 10.626], [-6.291, -7.741, 10.622], [-11.310, -9.485, 11.838], [-9.605, -9.330, 12.335], [-9.886, -9.412, 10.586], [-13.686, -15.853, 12.403], [-14.622, -14.946, 11.067], [-14.233, -15.628, 9.780], [-16.285, -15.751, 11.340], [-12.696, -15.430, 12.577], [-13.531, -16.873, 12.049], [-14.189, -15.926, 13.366], [-16.621, -15.791, 12.377], [-16.282, -16.782, 10.986], [-17.074, -15.255, 10.774], [-13.252, -9.483, 16.710], [-14.670, -9.326, 15.616], [-15.434, -8.028, 15.908], [-13.946, -9.045, 13.987], [-13.450, -9.927, 17.686], [-12.724, -8.535, 16.816], [-12.532, -10.041, 16.112], [-13.785, -10.011, 13.508], [-12.908, -8.714, 14.004], [-14.621, -8.359, 13.475]]
}

# 5
{
  "formula": "C19H52CrF6O20S2",
  "method": "ωB97M-V/def2-TZVPD",
  "gap_ev": [8.2, 8.8],
  "s_squared": 6.003,
  "multiplicity": 5,
  "species": ["Cr", "C", "F", "F", "F", "S", "O", "O", "O", "C", "F", "F", "F", "S", "O", "O", "O", "C", "O", "H", "H", "H", "H", "C", "C", "O", "O", "H", "H", "H", "H", "H", "H", "C", "C", "O", "O", "H", "H", "H", "H", "H", "H", "C", "C", "O", "O", "H", "H", "H", "H", "H", "H", "C", "C", "O", "O", "H", "H", "H", "H", "H", "H", "C", "C", "O", "O", "H", "H", "H", "H", "H", "H", "C", "C", "O", "H", "H", "H", "H", "H", "H", "C", "C", "O", "H", "H", "H", "H", "H", "H", "C", "C", "O", "H", "H", "H", "H", "H", "H"],
  "coordinates": [[-1.340, 2.324, 1.920], [0.070, -1.886, 3.803], [-0.399, -2.957, 4.529], [1.301, -1.543, 4.226], [0.029, -2.272, 2.510], [-1.217, -0.406, 4.056], [-2.512, -1.114, 4.109], [-0.841, 0.196, 5.331], [-1.051, 0.539, 2.963], [-0.506, -1.005, -0.971], [-1.220, -1.501, 0.032], [0.316, -1.967, -1.571], [-1.389, -0.502, -1.914], [0.671, 0.406, -0.380], [1.875, -0.200, 0.260], [0.931, 1.162, -1.613], [-0.099, 1.171, 0.623], [4.612, 1.977, -1.713], [3.301, 2.611, -1.615], [5.232, 2.108, -2.600], [5.333, 2.305, -0.964], [4.410, 0.909, -1.633], [2.623, 1.951, -1.776], [-3.435, 1.091, 0.042], [-4.375, 1.300, 1.263], [-3.472, 1.709, 2.255], [-2.478, 2.153, -0.067], [-3.875, 0.937, -0.944], [-3.011, 0.104, 0.230], [-5.019, 0.482, 1.587], [-5.050, 2.113, 0.996], [-3.996, 1.711, 3.059], [-2.587, 2.525, -0.945], [4.774, -0.355, 1.484], [3.980, -0.415, 2.788], [2.761, 0.409, 2.700], [4.203, -1.129, 0.408], [5.767, -0.708, 1.765], [4.769, 0.700, 1.209], [4.618, 0.074, 3.524], [3.746, -1.439, 3.082], [2.366, 0.126, 1.872], [3.317, -0.768, 0.329], [-0.441, 3.865, 4.304], [0.863, 3.112, 4.164], [0.845, 2.578, 2.892], [-1.619, 3.033, 4.102], [-0.408, 4.741, 3.657], [-0.531, 4.189, 5.341], [1.036, 2.350, 4.923], [1.721, 3.785, 4.194], [1.537, 1.914, 2.859], [-2.165, 3.162, 4.881], [-0.628, 3.523, -3.516], [-2.083, 4.014, -3.546], [-2.878, 3.338, -2.558], [-0.415, 2.135, -3.731], [-0.184, 3.778, -2.553], [0.023, 4.041, -4.220], [-2.378, 3.781, -4.569], [-2.029, 5.062, -3.253], [-3.476, 2.751, -3.027], [-0.061, 1.755, -2.924], [-0.805, 5.238, 0.737], [-2.297, 5.225, 0.885], [-2.618, 4.422, 2.012], [-0.269, 3.937, 0.721], [-0.147, 5.818, 1.385], [-0.538, 5.688, -0.219], [-2.822, 4.807, 0.027], [-2.536, 6.274, 1.059], [-2.685, 4.977, 2.793], [0.629, 4.038, 0.399], [0.255, -2.459, -4.735], [0.392, -2.691, -6.244], [0.217, -4.030, -6.508], [0.097, -1.391, -4.586], [1.113, -2.788, -4.148], [-0.640, -2.936, -4.337], [1.364, -2.327, -6.578], [-0.438, -2.169, -6.719], [1.074, -4.462, -6.475], [-1.058, -4.943, 1.519], [-1.301, -6.442, 1.474], [-0.962, -7.067, 2.692], [0.021, -4.853, 1.643], [-1.633, -4.521, 2.343], [-1.337, -4.380, 0.629], [-0.785, -6.920, 0.642], [-2.320, -6.749, 1.236], [-0.188, -7.605, 2.511], [1.522, -5.131, -2.098], [1.027, -5.845, -3.374], [0.655, -7.217, -3.204], [0.963, -5.178, -1.163], [1.551, -4.066, -2.327], [2.489, -5.586, -1.882], [1.849, -5.798, -4.089], [0.246, -5.211, -3.794], [0.048, -7.493, -3.894]]
}